Below is C24H23BClNPRu as an isolated structure at a distorted geometry, with properties calculated with ωB97M-V/def2-TZVPD.

Atoms and positions in Å:
C: 1.97342 1.12780 -1.56229
C: 0.62627 1.43484 -1.82934
C: 0.10735 2.25944 -0.83035
H: 0.09682 1.15227 -2.73620
C: 1.13629 2.54255 0.09945
C: 2.37954 1.97551 -0.41655
H: 3.36681 2.22675 -0.13739
H: 2.66875 0.56509 -2.21475
H: -0.88309 2.67187 -0.79992
H: 1.04639 3.22746 0.95585
Ru: 2.20905 0.34814 0.79036
Cl: 0.71354 0.31898 2.42018
P: -2.68285 -0.18698 -0.09551
C: -3.38436 1.40908 0.37464
C: -4.47013 1.92746 -0.33240
H: -4.89520 1.38353 -1.16109
C: -4.99617 3.17289 0.06765
H: -5.83730 3.57529 -0.48232
C: -4.44049 3.85470 1.15408
H: -4.88622 4.81537 1.46485
C: -3.34323 3.34136 1.83175
H: -2.92067 3.87934 2.67131
C: -2.77022 2.13159 1.44840
H: -1.86958 1.71875 1.92856
C: -3.04661 -0.61166 -1.82333
C: -2.95368 0.39325 -2.84770
H: -2.64433 1.41027 -2.58009
C: -3.25789 0.03820 -4.14605
H: -3.26733 0.81283 -4.91097
C: -3.55499 -1.27642 -4.49097
H: -3.77429 -1.55216 -5.52184
C: -3.56293 -2.27463 -3.48598
H: -3.80207 -3.30227 -3.75020
C: -3.25551 -1.95140 -2.17523
H: -3.19535 -2.72513 -1.40259
C: -3.19229 -1.48805 1.03928
C: -4.52214 -1.44962 1.44771
H: -5.15109 -0.61722 1.17219
C: -5.01360 -2.52217 2.20281
H: -6.07987 -2.52234 2.47796
C: -4.16450 -3.54729 2.58975
H: -4.57410 -4.39585 3.18413
C: -2.80436 -3.53483 2.25914
H: -2.15880 -4.33223 2.59695
C: -2.29052 -2.50500 1.48315
H: -1.23039 -2.43918 1.21605
B: 3.89384 -1.03380 0.74983
C: 2.49258 -1.60256 0.22286
N: 1.52131 -2.17913 -0.20694
H: 4.51235 -2.02401 1.09372
H: 3.66217 -0.27697 1.77002
H: 4.43752 -0.35591 -0.09633

## Properties
- total charge = +1
- 2S+1 = 5
- LUMO (spin up / spin down) (eV) = -6.75 / -6.76
- expectation value of S² = 6.4332

***

Below is C24H23ClIrNO6 as an isolated structure, with properties calculated with ωB97M-V/def2-TZVPD.

Atoms and positions in Å:
Ir: 0.19308 0.20427 -0.10713
C: -1.46872 1.98867 0.27039
C: -2.06760 0.93609 1.00896
C: -1.20806 0.61581 2.09499
C: -0.05402 1.44980 2.02021
C: -0.20902 2.30733 0.88992
C: 0.63422 3.48496 0.51360
C: 1.04461 1.48321 3.03343
C: -1.49013 -0.41898 3.12847
C: -3.38992 0.28721 0.76682
C: -2.09008 2.78829 -0.82640
H: 0.06026 4.40678 0.63831
H: 0.94505 3.42305 -0.53060
H: 1.52650 3.55001 1.13276
H: 0.69163 1.94735 3.95737
H: 1.90186 2.04641 2.67042
H: 1.38105 0.47317 3.27099
H: -1.26862 -1.41316 2.72721
H: -2.54333 -0.40136 3.41121
H: -0.88138 -0.26674 4.01849
H: -4.10140 0.57295 1.54605
H: -3.28872 -0.79934 0.78972
H: -3.80583 0.57056 -0.19764
H: -2.41157 3.75862 -0.43852
H: -2.95814 2.28312 -1.24439
H: -1.37618 2.97114 -1.63154
Cl: 2.75499 -6.72423 -0.71419
C: 1.92131 -5.24243 -0.36415
C: 0.51961 -5.24904 -0.24466
C: -0.15453 -4.09644 0.04369
C: 0.51988 -2.85789 0.24633
O: -0.15838 -1.82481 0.60081
C: 1.94219 -2.86985 0.07735
C: 2.71791 -1.67833 0.16477
O: 2.31623 -0.51865 0.33246
C: 2.61144 -4.07668 -0.21626
H: -0.01686 -6.17813 -0.38598
H: -1.23332 -4.08201 0.13024
H: 3.80548 -1.81951 0.05566
H: 3.68936 -4.06150 -0.33044
O: 0.91554 1.24200 -2.13226
C: 0.11059 0.51844 -2.77102
O: -0.73535 -0.21116 -2.17772
C: 0.14776 0.48995 -4.26718
C: -0.46565 -0.56792 -4.93346
C: -0.44331 -0.62176 -6.31402
C: 0.18624 0.39888 -7.01142
C: 0.80337 1.45757 -6.36320
C: 0.78817 1.49531 -4.98104
N: 0.20179 0.35233 -8.47632
O: 0.76542 1.25624 -9.06517
O: -0.35726 -0.58047 -9.02175
H: -0.95120 -1.33372 -4.34577
H: -0.90684 -1.43197 -6.85581
H: 1.28510 2.22740 -6.94685
H: 1.27376 2.29335 -4.43633

## Properties
- total charge = 0
- 2S+1 = 5
- LUMO (spin up / spin down) (eV) = -0.67 / -1.40
- expectation value of S² = 6.0140

***

Below is C24H23F6N8O9RuS5 as an isolated structure at a distorted geometry, with properties calculated with ωB97M-V/def2-TZVPD.

Atoms and positions in Å:
Ru: 0.22749 -0.55289 -0.04136
N: -3.47581 0.36038 -0.12966
C: -3.09199 -0.65433 -0.92200
N: -1.89551 -1.20308 -0.95418
C: -1.90305 -2.33269 -1.76537
C: -3.07372 -2.60198 -2.38112
S: -4.25671 -1.43074 -1.94108
C: -0.65489 -3.08422 -1.92095
C: -0.48433 -4.25844 -2.56692
S: 1.18045 -4.72339 -2.50735
C: 1.53240 -3.29044 -1.60143
N: 0.48829 -2.53325 -1.38399
N: 2.76195 -3.00807 -1.13287
H: -2.78950 0.82359 0.44931
H: -4.28159 0.90278 -0.38727
H: -3.29208 -3.38242 -3.08887
H: -1.21875 -4.86845 -3.06315
H: 3.56480 -3.49452 -1.48927
H: 2.88833 -2.13432 -0.61768
C: -4.41511 -6.35423 0.54026
C: -3.59588 -5.21774 1.08288
C: -2.29418 -5.43894 1.53497
C: -1.51967 -4.39866 2.01250
C: -2.04708 -3.11367 2.03378
C: -3.34052 -2.86856 1.60325
C: -4.10668 -3.92680 1.13355
S: -1.05041 -1.77460 2.60072
O: -0.77368 -1.91257 3.99784
O: -1.68267 -0.55118 2.14519
N: 0.28964 -1.94481 1.66423
C: 1.51546 -2.29378 2.26851
C: 2.59510 -1.21017 1.83064
O: 3.43459 -0.92558 2.64706
O: 2.43774 -0.84548 0.60641
H: -4.37299 -7.22034 1.20093
H: -4.04200 -6.67188 -0.43574
H: -5.45922 -6.06816 0.42096
H: -1.88409 -6.44121 1.51025
H: -0.50922 -4.58376 2.35551
H: -3.73321 -1.86143 1.62837
H: -5.11792 -3.74006 0.79299
H: 1.97123 -3.16316 1.76985
H: 1.48916 -2.41596 3.34676
O: 0.57672 0.99126 1.84618
H: -0.23286 1.12261 2.35807
H: 1.07238 1.82658 1.92439
F: -0.98174 3.56780 -2.86270
C: -1.66266 3.73491 -1.72928
F: -1.73120 5.02510 -1.44103
F: -2.90340 3.26432 -1.91158
S: -0.85399 2.81497 -0.35438
O: -0.81482 1.47187 -0.89572
O: -1.67667 3.00412 0.80656
N: 0.59008 3.39379 -0.28980
S: 1.04262 4.37201 0.87846
O: 1.36926 3.61550 2.05669
O: 0.25561 5.55765 0.99821
C: 2.66888 4.92182 0.21622
F: 3.51589 3.89492 0.09749
F: 3.17214 5.78747 1.09467
F: 2.55437 5.51954 -0.96130
N: 2.76937 2.02900 -2.38875
C: 2.51090 1.17906 -1.37635
N: 1.57851 0.30515 -1.67225
C: 1.17677 0.61716 -2.97551
C: 0.19990 0.04807 -3.78890
C: 0.00130 0.60276 -5.03691
C: 0.74843 1.70463 -5.47948
C: 1.71937 2.27998 -4.68348
C: 1.91265 1.71031 -3.43066
H: 3.38088 2.82061 -2.31917
H: 3.01899 1.22386 -0.41633
H: -0.38861 -0.78928 -3.44969
H: -0.75449 0.18507 -5.68892
H: 0.55585 2.11363 -6.46213
H: 2.29224 3.13372 -5.01923

## Properties
- total charge = 0
- ΔE to the lowest compared entry with this formula, charge and spin (kcal/mol) = 14.6
- 2S+1 = 6
- LUMO (spin up / spin down) (eV) = -0.02 / -1.92
- expectation value of S² = 8.7600

***

Below is one molecule with the formula C24H23N3O3S, with properties calculated with ωB97M-V/def2-TZVPD.

Atoms and positions in Å:
C: -3.35889 -4.79749 1.04991
C: -3.58940 -3.36199 0.69056
C: -2.67929 -2.38026 1.06015
C: -2.86985 -1.05578 0.71514
C: -3.98053 -0.68237 -0.03686
C: -4.91219 -1.65787 -0.38661
C: -4.71502 -2.97595 -0.02762
H: -5.44722 -3.71783 -0.31153
H: -5.79253 -1.37359 -0.94484
N: -4.23856 0.64492 -0.39930
C: -3.39596 1.62806 -0.81271
N: -2.09935 1.33939 -1.01046
H: -1.75566 0.40103 -0.84638
C: -1.13155 2.30311 -1.45691
C: -0.36219 2.94223 -0.30600
C: -1.00539 4.11472 0.41594
C: 0.00005 4.80907 0.92675
H: -0.00349 5.69107 1.53428
C: 1.24697 4.04689 0.53027
H: 2.18929 4.58298 0.47640
O: 0.88652 3.48392 -0.71502
C: 1.25251 2.78160 1.45605
C: 2.49261 1.95973 1.18280
O: 3.61934 2.22499 1.49716
N: 2.10085 0.82372 0.48742
C: 0.74160 0.73149 0.29712
O: 0.17508 -0.18559 -0.24621
C: 0.09922 1.98062 0.85940
H: -0.72443 1.74593 1.53205
C: 3.02478 -0.14776 0.01273
C: 2.78782 -1.49681 0.22914
C: 3.69468 -2.43079 -0.23728
C: 4.84483 -2.03901 -0.90961
C: 5.06532 -0.68122 -1.11466
C: 4.16426 0.26366 -0.66459
H: 4.34246 1.31417 -0.83039
H: 5.95410 -0.35987 -1.63747
C: 5.82336 -3.04979 -1.42275
H: 6.84447 -2.73150 -1.22344
H: 5.71342 -3.16000 -2.50174
H: 5.65971 -4.02068 -0.96242
H: 3.50550 -3.48087 -0.06880
H: 1.89951 -1.81333 0.75250
H: 1.17370 3.04640 2.50867
H: -2.06455 4.26902 0.46356
H: -1.64884 3.09368 -2.00904
H: -0.41486 1.81083 -2.11843
S: -4.04069 3.13053 -1.09058
H: -5.21421 0.89840 -0.48700
H: -2.16702 -0.31427 1.06032
H: -1.80819 -2.65162 1.63829
H: -2.74263 -5.27674 0.28842
H: -2.83961 -4.88041 2.00196
H: -4.29988 -5.33873 1.11166

## Properties
- total charge = 0
- ΔE to the lowest compared entry with this formula, charge and spin (kcal/mol) = 26.2
- 2S+1 = 1
- LUMO (eV) = 0.57
- SMILES string = Cc1ccc(NC(=S)NC[C@]23C=C[C@H](O2)[C@@H]2C(=O)N(c4ccc(C)cc4)C(=O)[C@@H]23)cc1

***

Below is C24H23N3OReS3Se as an isolated structure at a distorted geometry, with properties calculated with ωB97M-V/def2-TZVPD.

Atoms and positions in Å:
Re: 0.02247 1.68786 2.90469
S: -1.15442 1.96781 0.90376
C: 0.03126 1.91593 -0.36143
N: -0.24403 2.43636 -1.55588
C: 0.80319 2.44474 -2.55605
C: 1.60282 1.15460 -2.45851
N: 2.12485 1.01810 -1.11109
C: 3.40089 0.35597 -0.95201
C: 3.30771 -1.10047 -1.35305
C: 3.96102 -1.57977 -2.48097
C: 3.85948 -2.91928 -2.82394
C: 3.09173 -3.77852 -2.05406
C: 2.44059 -3.30310 -0.92640
C: 2.54379 -1.96890 -0.57907
C: 1.29362 1.29674 -0.10374
S: 1.69153 0.83269 1.52078
C: -1.54584 2.94434 -1.92253
C: -2.28008 1.90171 -2.74428
C: -2.50527 2.09565 -4.10083
C: -3.16402 1.12884 -4.84355
C: -3.57195 -0.05156 -4.23980
C: -3.34963 -0.24974 -2.88588
C: -2.69777 0.71777 -2.14211
H: 1.44588 3.31601 -2.38741
H: 0.35523 2.52609 -3.54779
H: 2.43035 1.15615 -3.16838
H: 0.94733 0.30587 -2.69041
H: 3.71882 0.43408 0.08909
H: 4.13386 0.85971 -1.58740
H: 4.56460 -0.91569 -3.08160
H: 4.37454 -3.29049 -3.69649
H: 3.00012 -4.81770 -2.33047
H: 1.84775 -3.97141 -0.32125
H: 2.04505 -1.59128 0.30222
H: -1.41389 3.85580 -2.50886
H: -2.10195 3.18243 -1.01314
H: -2.20592 3.01747 -4.57785
H: -3.35494 1.29618 -5.89218
H: -4.06439 -0.81423 -4.82272
H: -3.68198 -1.15952 -2.40972
H: -2.54012 0.56763 -1.08398
Se: -0.93234 0.43784 4.59867
C: -1.48200 -1.12221 5.52580
C: -2.84666 -1.37140 5.67182
C: -3.24868 -2.46833 6.40574
C: -2.30460 -3.29742 6.99795
C: -0.94832 -3.04484 6.83823
C: -0.52540 -1.95715 6.10271
H: -3.57667 -0.71692 5.21947
H: -4.30071 -2.67351 6.52652
H: -2.62781 -4.13966 7.58878
H: -0.22116 -3.69502 7.29940
H: 0.52865 -1.75332 5.98184
O: 1.39129 4.68207 1.15471
S: 1.24806 4.78116 2.59242
N: 0.68405 3.43388 3.09024

## Properties
- total charge = +2
- ΔE to the lowest compared entry with this formula, charge and spin (kcal/mol) = 16.4
- 2S+1 = 2
- LUMO (spin up / spin down) (eV) = -8.73 / -8.63
- expectation value of S² = 0.8090

***

Below is one molecule with the formula C24H23N5 at a distorted geometry, with properties calculated with ωB97M-V/def2-TZVPD.

Atoms and positions in Å:
C: -7.62445 -2.32363 -0.88808
C: -6.28957 -1.72482 -0.56523
C: -5.65832 -0.85655 -1.44580
C: -4.42446 -0.31060 -1.14457
C: -3.78984 -0.62298 0.05464
C: -4.40889 -1.51401 0.92906
C: -5.64280 -2.04941 0.62346
H: -6.11676 -2.73280 1.31382
H: -3.90533 -1.77213 1.84758
C: -2.46966 -0.07774 0.38318
N: -1.61803 -0.90848 0.93005
N: -0.35927 -0.59381 1.11436
C: 0.11568 0.57869 0.73893
N: 1.47143 0.77857 0.83770
C: 2.19079 1.30686 -0.30450
H: 1.56356 2.00057 -0.86325
C: 2.62222 0.15657 -1.23794
N: 3.42372 -0.80199 -0.52156
C: 4.78978 -0.75333 -0.46894
N: 5.35976 -1.41411 0.54452
C: 6.67582 -1.47206 0.62059
C: 7.52792 -0.87580 -0.28940
C: 6.94693 -0.18616 -1.34765
C: 5.57533 -0.11796 -1.44878
H: 5.12913 0.40761 -2.27760
H: 7.56570 0.29567 -2.09178
H: 8.59826 -0.94461 -0.18267
H: 7.05780 -2.02652 1.46894
C: 2.69260 -1.35767 0.60031
H: 3.34418 -2.05335 1.12481
C: 2.24615 -0.23186 1.53852
H: 1.63319 -0.63559 2.34216
H: 3.12950 0.26323 1.95412
H: 1.81005 -1.87955 0.22104
H: 3.15503 0.55851 -2.09746
H: 1.72310 -0.35780 -1.59825
H: 3.08082 1.83248 0.05861
C: -0.76980 1.65070 0.37357
C: -0.40361 3.00736 0.35447
C: -1.33845 3.97156 0.07885
C: -2.67285 3.62149 -0.15264
C: -3.06861 2.31167 -0.07888
C: -2.12688 1.29957 0.17505
H: -4.10928 2.04641 -0.18612
H: -3.39786 4.39584 -0.35642
H: -1.05172 5.01294 0.06588
H: 0.60698 3.28900 0.60725
H: -3.93852 0.34039 -1.85799
H: -6.13583 -0.60632 -2.38302
H: -7.51608 -3.38740 -1.10024
H: -8.30453 -2.22164 -0.04402
H: -8.06849 -1.84413 -1.75697

## Properties
- total charge = 0
- ΔE to the lowest compared entry with this formula, charge and spin (kcal/mol) = 39.1
- 2S+1 = 1
- LUMO (eV) = 0.19
- SMILES string = Cc1ccc(-c2nnc(N3CCN(c4ccccn4)CC3)c3ccccc23)cc1

***

> What is the 2S+1 in the first record?

5

***

> Which of these has the highest 2S+1?

C24H23F6N8O9RuS5